Formula: C37H72N2O10S2Si2
Source: the OMol25 dataset
Level of theory: ωB97M-V with the def2-TZVPD basis set

The geometry in XYZ format:
```
125
Properties=species:S:1:pos:R:3:forces:R:3:lowdin_charge:R:1
C -0.0607 0.2068 2.5966 0.0 0.1 0.2 -0.018
C 0.7238 1.2442 2.8808 0.1 0.0 0.0 -0.233
C 1.0425 2.3739 1.9513 -0.7 0.0 0.4 -0.199
Si 2.6657 2.2756 1.0459 -0.2 0.3 -0.4 0.357
C 2.7544 3.7091 -0.1480 0.0 0.1 0.3 -0.185
C 3.8687 4.7414 0.0822 -0.1 0.3 -0.3 -0.211
C 5.1499 4.5076 -0.7208 0.3 0.2 0.1 -0.232
O 4.8713 4.0778 -2.0413 -0.2 -0.1 0.1 -0.202
C 5.5695 2.9313 -2.4699 0.1 0.0 0.0 -0.111
O 3.9881 2.3797 2.0225 -0.2 -0.3 0.2 -0.190
C 3.9742 2.1705 3.4332 0.4 0.1 0.1 -0.280
C 3.9691 0.7063 3.8429 0.1 0.1 0.2 -0.087
O 2.6444 0.8654 0.1689 0.4 0.0 0.4 -0.290
Si 3.8224 -0.2664 -0.0403 0.0 -0.2 -0.3 0.555
C 3.0596 -1.8315 -0.6997 -0.2 0.0 0.1 -0.301
C 1.8799 -2.3360 0.1466 0.1 0.2 0.4 -0.316
C 0.5322 -1.6669 -0.1726 0.0 -0.4 0.0 -0.483
S -0.3733 -2.7525 -1.2991 0.3 0.0 -0.1 0.978
C -1.8341 -1.8911 -1.6110 0.2 0.3 0.2 -1.091
S -2.3690 -0.5561 -0.8475 -0.1 -0.1 0.0 0.713
N -2.5438 -2.5041 -2.6501 -0.2 -0.1 -0.2 -0.171
C -2.0500 -2.9191 -3.8789 0.4 0.0 0.2 -0.090
C -3.1075 -3.4174 -4.5548 -0.2 0.0 -0.2 -0.121
N -4.2583 -3.3415 -3.7818 0.2 -0.1 -0.1 0.075
C -3.8847 -2.7905 -2.6685 -0.3 0.2 0.1 -0.186
H -0.0282 -0.6856 3.2157 -0.4 0.2 0.3 0.062
H -0.7739 0.2296 1.7781 0.4 -0.2 -0.3 0.024
H 1.1807 1.2685 3.8676 0.4 -0.2 -0.2 0.072
H 0.2979 2.3870 1.1406 0.1 0.0 0.0 0.098
H 0.9461 3.3321 2.4754 0.2 0.0 -0.1 0.061
H 2.7837 3.3499 -1.1751 0.0 0.0 -0.1 0.073
H 1.7950 4.2289 -0.0330 0.0 -0.1 -0.1 0.083
H 3.4930 5.7301 -0.2013 0.0 -0.1 0.0 0.106
H 4.1367 4.8066 1.1398 0.0 0.0 0.0 0.102
H 5.8290 3.8133 -0.2100 -0.2 -0.2 -0.1 0.118
H 5.6843 5.4637 -0.7873 0.1 -0.1 0.1 0.118
H 6.5517 3.1891 -2.8839 0.0 0.0 0.0 0.086
H 5.7103 2.2160 -1.6534 0.0 0.0 0.0 0.054
H 4.9791 2.4512 -3.2517 0.0 0.0 0.0 0.084
H 4.8953 2.6289 3.8059 -0.1 0.0 0.0 0.116
H 3.1506 2.7242 3.8972 -0.1 -0.1 -0.2 0.109
H 3.6726 0.6295 4.8929 0.0 0.0 -0.1 0.070
H 4.9681 0.2773 3.7482 -0.1 -0.1 -0.2 0.074
H 3.2626 0.1170 3.2583 0.0 0.0 0.0 0.054
H 4.5138 -0.5729 1.2319 -0.1 0.0 0.0 -0.008
H 4.8545 0.1968 -1.0010 0.0 0.1 0.0 -0.021
H 2.7514 -1.6799 -1.7361 0.1 -0.1 -0.1 0.050
H 3.8651 -2.5755 -0.6710 0.0 0.0 -0.2 0.076
H 2.0831 -2.1307 1.2052 0.0 -0.1 0.0 0.099
H 1.7915 -3.4257 0.0842 -0.1 0.1 -0.1 0.089
H -0.0707 -1.5640 0.7255 0.0 0.1 -0.1 0.037
H 0.6410 -0.6927 -0.6493 0.0 0.0 0.1 0.074
H -1.0130 -2.7932 -4.1380 -0.1 0.0 0.1 0.083
H -3.1034 -3.8033 -5.5627 -0.1 -0.1 0.1 0.076
H -4.5181 -2.5637 -1.8234 0.1 0.0 0.0 0.118
C 0.5573 0.8115 8.0147 0.0 0.1 -0.1 -0.009
C 1.0438 -0.3142 7.1359 0.0 0.0 0.1 -0.490
O 1.1271 -0.1956 5.9361 0.0 0.0 0.0 0.064
C 1.4200 -1.6004 7.8317 0.0 0.0 -0.1 -0.022
H 0.3163 1.6750 7.4016 0.0 0.0 0.0 0.054
H -0.3324 0.5002 8.5646 0.0 0.0 0.0 0.091
H 1.3271 1.0798 8.7408 0.0 0.0 0.0 0.088
H 0.5616 -1.9962 8.3770 0.0 0.0 0.1 0.085
H 2.2203 -1.4172 8.5507 0.0 0.0 0.1 0.085
H 1.7520 -2.3300 7.0974 0.0 0.0 0.0 0.081
C -3.4799 -3.1498 -9.1948 0.1 0.0 0.1 -0.020
C -3.4951 -4.5916 -8.7480 0.0 0.1 -0.1 -0.498
O -3.0815 -4.9249 -7.6624 0.1 0.0 0.0 0.057
C -4.0555 -5.5968 -9.7245 0.0 -0.1 0.1 -0.024
H -3.0584 -2.5257 -8.4106 0.0 0.0 0.0 0.078
H -2.8843 -3.0449 -10.1032 -0.1 0.0 0.0 0.085
H -4.4947 -2.8160 -9.4168 0.0 0.0 -0.1 0.087
H -3.4807 -5.5792 -10.6520 0.0 0.0 0.0 0.085
H -5.0904 -5.3476 -9.9646 0.0 0.0 -0.1 0.086
H -4.0136 -6.5919 -9.2896 0.0 0.0 0.0 0.081
C -3.2197 1.8629 2.8847 0.1 0.1 0.1 -0.009
C -3.9330 1.4659 4.1544 0.1 0.1 -0.1 -0.484
O -3.5285 1.8140 5.2426 -0.1 0.0 0.0 0.051
C -5.1618 0.6143 3.9855 0.1 0.0 0.3 -0.017
H -2.3432 2.4647 3.1155 0.0 0.0 0.0 0.072
H -2.9068 0.9689 2.3426 -0.1 0.0 0.0 0.066
H -3.8953 2.4282 2.2396 0.0 -0.1 0.0 0.090
H -4.8992 -0.3159 3.4780 -0.1 0.0 -0.1 0.058
H -5.9031 1.1381 3.3797 0.0 0.0 -0.1 0.089
H -5.5870 0.3863 4.9607 0.0 0.0 0.0 0.082
C -1.1686 6.1734 5.3908 0.1 0.0 -0.1 -0.019
C -0.6274 4.8565 4.8916 0.0 -0.2 0.1 -0.486
O -0.0023 4.7747 3.8582 0.0 0.2 0.0 0.057
C -0.9101 3.6354 5.7232 0.1 0.0 -0.1 -0.023
H -0.9011 6.9679 4.6987 0.0 0.0 0.0 0.080
H -2.2546 6.1183 5.4824 0.0 0.0 0.1 0.086
H -0.7584 6.3956 6.3775 -0.1 0.0 0.0 0.084
H -1.9851 3.4766 5.8109 0.0 0.0 0.1 0.069
H -0.4901 3.7533 6.7250 -0.1 0.1 0.0 0.081
H -0.4703 2.7632 5.2418 0.0 0.0 0.0 0.072
C -0.7396 1.1782 -4.5593 -0.1 -0.1 -0.1 -0.033
C 0.2045 2.0276 -5.3722 0.0 0.0 0.0 -0.506
O 0.1451 2.0659 -6.5802 0.0 0.0 0.0 0.061
C 1.2292 2.8123 -4.5953 0.1 0.1 -0.1 -0.017
H -1.4256 0.6584 -5.2256 0.0 0.0 0.0 0.081
H -0.1688 0.4508 -3.9765 0.0 0.1 0.1 0.066
H -1.3133 1.7982 -3.8678 0.1 0.0 0.1 0.087
H 1.8447 2.1292 -4.0061 0.0 0.0 0.1 0.080
H 0.7338 3.4963 -3.9047 0.0 0.0 0.1 0.086
H 1.8602 3.3816 -5.2732 0.0 0.0 0.0 0.083
C -4.0992 -4.0580 3.7610 0.0 0.1 0.0 -0.020
C -4.7842 -3.5550 2.5130 0.0 -0.1 0.0 -0.497
O -5.0591 -2.3873 2.3668 0.0 0.0 0.0 0.061
C -5.1063 -4.5830 1.4566 0.0 0.1 -0.1 -0.019
H -3.9204 -3.2289 4.4412 0.0 0.0 0.0 0.080
H -4.7220 -4.8060 4.2543 0.0 -0.1 0.0 0.085
H -3.1488 -4.5277 3.5024 0.0 -0.1 0.0 0.085
H -5.7647 -5.3499 1.8681 0.0 0.0 0.0 0.086
H -4.1909 -5.0711 1.1179 0.0 -0.1 0.0 0.086
H -5.5935 -4.1012 0.6129 0.0 0.0 0.0 0.078
C 2.7370 -3.2309 -5.0487 0.0 0.0 0.1 -0.014
C 1.8150 -2.0407 -4.9506 0.1 -0.1 0.1 -0.493
O 1.9019 -1.2565 -4.0301 -0.1 0.0 -0.1 0.052
C 0.7912 -1.8930 -6.0453 -0.1 0.2 0.1 -0.012
H 3.4254 -3.2332 -4.2069 0.0 0.0 0.0 0.079
H 2.1549 -4.1544 -5.0458 0.0 0.0 -0.1 0.089
H 3.3016 -3.1908 -5.9816 0.0 0.0 0.0 0.087
H 0.1513 -2.7772 -6.0780 0.1 0.0 -0.1 0.081
H 1.2827 -1.7984 -7.0149 0.0 -0.1 0.0 0.095
H 0.1804 -1.0109 -5.8750 0.0 0.0 0.0 0.061
```
Forces are in eV/Å.

Its max |F| is 0.79 eV/A. For the LUMO energy, the calculation gives -0.0060 Eh. The spin multiplicity is 1. For the HOMO energy, the calculation gives -8.5705 eV.